1.
112
Properties=species:S:1:pos:R:3:forces:R:3:lowdin_charge:R:1 method="wB97M-V/def2-TZVPD" orbital_gap_ha=0.2733 e_above_lowest_ev=0.000
C -58.872634 -20.305011 -7.837797 4.09 0.90 4.37 -0.0612
C -57.987792 -21.349004 -8.475924 -0.45 -0.43 -3.51 -0.1847
N -56.556228 -21.399395 -8.233182 1.57 0.80 4.14 -0.0523
C -55.617116 -22.077770 -8.983398 0.33 1.39 1.18 -0.0275
C -54.425861 -21.950327 -8.301340 1.66 -0.56 0.85 -0.0028
N -54.588318 -21.265126 -7.081880 -6.75 -1.59 -4.49 -0.0513
C -55.992061 -21.039848 -7.040035 1.64 0.81 0.34 0.0351
C -53.729963 -21.073226 -6.016849 6.30 0.04 -2.99 -0.0214
H -59.698582 -20.181403 -8.397772 -2.89 0.38 -1.88 0.0284
H -58.349519 -19.261418 -7.695701 -0.89 -1.98 -0.34 0.1130
H -59.148228 -20.698849 -6.799639 0.17 0.89 -1.26 0.1096
H -58.026219 -21.160074 -9.654784 -0.17 -0.85 2.38 0.1549
H -58.350108 -22.349765 -8.174650 -0.09 0.32 -0.66 0.1190
H -56.036646 -22.429463 -9.901228 0.83 -0.50 -0.50 0.1296
H -53.404724 -22.384247 -8.368231 -1.08 0.29 -0.86 0.1323
H -56.493995 -20.622142 -6.093270 0.64 -0.68 -1.75 0.1288
H -53.322741 -20.067232 -6.042837 0.45 0.29 -0.44 0.0988
H -52.817988 -21.794720 -5.973851 -2.01 0.93 0.01 0.1361
H -54.301011 -21.022023 -5.249103 -3.33 -0.58 5.82 -0.0074
Cl -56.729883 -21.475578 -3.475787 0.13 -0.07 -0.80 -0.1943
N -52.181155 -22.501938 -10.879622 1.01 -1.17 0.33 0.0773
C -51.153154 -23.185536 -10.230731 -2.57 0.26 -2.48 -0.1451
C -51.305620 -24.530656 -9.896086 2.09 1.58 0.86 -0.0811
C -52.482698 -25.275063 -10.169289 2.40 3.00 0.08 -0.0327
C -53.359174 -24.604243 -11.008188 0.10 -1.14 0.82 -0.0595
C -53.220995 -23.262380 -11.301477 6.98 -2.51 3.94 -0.1478
H -50.180402 -22.693518 -10.086903 -0.85 0.11 0.17 0.1003
H -50.307572 -24.665233 -9.361139 -1.84 -1.75 -0.15 0.1243
H -52.595163 -26.107898 -9.549399 -0.72 -1.82 -0.05 0.0850
H -54.217344 -25.120322 -11.350089 -0.96 -0.31 -0.23 0.0955
H -53.983458 -22.813244 -11.627348 -5.68 3.78 -3.22 0.0196
N -60.853390 -15.976441 -9.552304 1.90 -0.23 0.97 0.0695
C -60.823118 -15.000826 -10.456848 5.25 -0.83 1.97 -0.1302
C -59.614943 -14.326487 -10.798581 1.41 -4.43 3.06 -0.0331
C -58.325522 -14.694937 -10.287193 -5.78 -1.75 1.79 -0.0110
C -58.413613 -15.685094 -9.248117 0.36 2.06 -1.16 -0.0753
C -59.640917 -16.269596 -8.927581 -0.41 3.09 -3.96 -0.1123
H -61.685461 -14.640401 -10.797153 -3.58 1.05 -1.59 0.0574
H -59.572034 -13.648754 -11.501991 -0.46 3.73 -3.49 0.0345
H -57.559301 -14.039096 -10.483219 2.15 0.78 -0.45 0.0735
H -57.515796 -15.743836 -8.639755 -0.23 -0.85 0.20 0.0906
H -59.602928 -16.925048 -8.174061 -0.59 -2.59 2.76 0.0481
C -53.973987 -27.841202 -4.951677 -0.77 4.80 0.43 0.0476
C -54.079792 -26.233296 -5.109383 3.22 -5.60 -2.72 0.0942
C -53.128410 -25.700721 -6.025754 -0.75 -0.87 2.27 -0.3489
C -51.954154 -26.397492 -6.456052 -4.56 -4.21 3.27 -0.0038
C -51.895303 -27.798441 -6.100876 -0.17 1.66 -0.93 -0.0056
C -52.883669 -28.535442 -5.366448 1.91 1.18 -0.96 -0.3581
O -52.671159 -29.866752 -5.008924 1.27 -0.15 -1.29 -0.0028
O -53.311445 -24.400817 -6.329651 -0.77 1.74 -0.65 -0.0325
H -54.716874 -28.379085 -4.420469 -0.73 -0.13 0.59 0.0849
H -54.815585 -25.521225 -4.837930 -1.12 -0.33 0.79 0.0698
H -51.171941 -25.979533 -6.915924 2.62 1.67 -1.97 0.0474
H -51.078979 -28.332676 -6.574867 0.26 -0.17 0.39 0.0969
H -51.832630 -30.240488 -5.456024 -2.06 1.20 0.96 0.1419
H -54.238651 -24.075431 -6.085242 1.41 -0.83 -0.19 0.0899
C -54.741551 -19.762877 -11.424385 -2.72 6.63 10.22 0.0431
C -53.664571 -19.241754 -10.589844 -0.58 -2.51 -2.25 -0.0133
C -53.901381 -18.413159 -9.480141 -0.56 0.31 -0.90 -0.3530
C -55.166498 -17.849514 -9.220893 -0.92 -3.21 -3.32 0.0551
C -56.311112 -18.385065 -10.057012 1.75 0.71 1.97 0.0086
C -56.163534 -19.403484 -10.993733 5.11 0.87 -1.79 -0.3453
O -57.221331 -19.829256 -11.701600 -1.83 -1.33 -2.88 -0.0205
O -52.835986 -17.964053 -8.768174 -0.43 1.40 1.39 0.0293
H -54.515019 -20.267720 -12.176120 1.60 -4.62 -6.54 0.0027
H -52.585629 -19.653017 -10.853525 -2.31 1.13 0.70 0.1402
H -55.254709 -17.051992 -8.531406 -0.39 0.50 0.65 0.0753
H -57.308560 -17.963312 -9.889171 0.41 -0.22 -0.09 0.0837
H -57.156127 -20.089230 -12.718208 0.66 1.03 3.50 0.1906
H -52.009344 -18.423592 -8.827379 0.19 -0.81 -0.64 0.0880
C -49.125621 -21.027887 -5.677859 0.00 -1.13 3.82 -0.0469
C -48.993045 -21.443290 -4.248000 -0.55 -0.49 0.20 0.0127
C -49.544725 -22.721515 -3.835261 0.26 5.38 -8.40 -0.4069
C -50.240674 -23.353816 -4.950216 0.91 -5.04 4.93 -0.0436
C -50.468611 -22.942301 -6.174905 -0.41 3.53 -5.00 -0.0657
C -49.869085 -21.673403 -6.627851 -0.08 -1.64 3.22 -0.3634
O -50.047817 -21.199677 -7.862413 0.65 2.50 -1.75 0.0077
O -49.365280 -23.223048 -2.700841 -0.05 -1.69 5.15 0.1041
H -48.543778 -20.173791 -5.798083 0.58 1.68 -1.06 0.0721
H -48.467132 -20.713711 -3.419131 -1.18 -1.92 -2.43 0.1511
H -50.415059 -24.505895 -4.736504 -0.47 2.42 -0.27 0.1573
H -51.171563 -23.382137 -6.947850 1.14 -0.20 1.31 0.1091
H -49.610277 -20.272169 -7.950584 -1.06 -2.53 0.38 0.1638
H -49.372908 -22.485424 -2.056860 0.28 -0.81 -0.12 0.1464
C -59.686636 -25.024921 -6.539363 3.74 1.62 3.27 0.0483
C -58.495720 -24.503586 -5.593267 -0.26 -2.42 -8.69 0.0887
C -57.211438 -24.342411 -6.191134 -0.66 -0.77 0.10 -0.3127
C -56.909191 -24.849786 -7.487525 -1.37 -1.16 0.10 -0.0077
C -57.964590 -25.511367 -8.200977 0.56 1.87 1.75 0.0145
C -59.323183 -25.558585 -7.745905 2.18 0.09 1.29 -0.3644
O -60.179255 -26.304354 -8.469843 7.98 -2.07 -3.93 0.1209
O -56.080901 -23.776615 -5.585928 -1.37 0.27 0.17 -0.0994
H -60.710516 -24.980267 -6.137146 0.62 -0.22 -0.24 0.1070
H -58.726438 -23.994861 -4.800259 -1.32 2.44 4.83 0.0211
H -55.798023 -24.770016 -7.709612 -1.74 -0.32 -0.52 0.1254
H -57.905643 -25.875531 -9.183028 0.83 -0.66 -1.17 0.0887
H -60.937886 -26.087919 -8.180691 -9.18 1.93 2.96 -0.0124
H -56.366964 -23.062039 -4.951400 0.21 -0.17 0.27 -0.0514
C -57.110010 -16.290679 -5.048448 3.97 0.74 0.25 0.0662
C -56.018333 -15.300317 -5.573076 -3.69 -6.81 1.85 0.0392
C -54.909204 -15.882001 -6.052060 -1.63 -3.02 1.81 -0.4404
C -54.605218 -17.246274 -5.711814 -2.40 2.61 0.54 -0.0265
C -55.404667 -18.033437 -4.954185 0.40 0.04 -0.11 -0.0318
C -56.711020 -17.607521 -4.681511 -0.39 1.45 -0.79 -0.3514
O -57.538023 -18.459986 -4.074827 -2.11 2.49 0.38 0.0209
O -54.155985 -15.240325 -6.878228 4.22 1.56 -2.32 0.0643
H -58.034851 -15.862979 -4.714858 -0.40 -0.10 0.00 0.0879
H -56.311547 -14.357917 -5.653806 -0.88 4.03 -0.67 0.0542
H -53.653070 -17.447169 -5.946794 3.51 -1.55 -0.82 0.0635
H -55.004425 -18.944010 -4.510245 -0.39 -0.03 -0.18 0.1033
H -57.297983 -19.360924 -4.078356 1.05 -2.24 0.17 -0.0912
H -53.255923 -15.665125 -6.942412 -1.35 0.64 -0.08 0.1414

2.
116
Properties=species:S:1:pos:R:3:forces:R:3:lowdin_charge:R:1 method="wB97M-V/def2-TZVPD" orbital_gap_ha="0.2205 / 0.2690" spin_multiplicity=5 e_above_lowest_ev=0.000 total_charge=-1
Cr 0.362434 -0.208253 0.045158 -0.42 0.33 -0.40 0.7662
C -0.969561 5.812049 0.543398 0.00 0.07 0.03 0.0237
C -2.169746 4.880745 0.457131 0.10 -0.12 0.00 -0.5888
C -3.484943 5.616171 0.608738 -0.03 0.09 -0.02 0.0138
O -2.165615 4.181672 -0.777640 -0.06 -0.07 0.01 -0.0269
C -1.712655 2.828495 -0.574996 -0.04 0.11 0.06 -0.1292
C -1.362655 2.784657 0.922962 0.02 0.02 0.06 -0.1227
O -2.100808 3.890347 1.456799 -0.05 0.00 -0.03 -0.0210
C -1.695283 1.495115 1.732380 -0.11 -0.11 -0.10 -0.4101
O -0.698202 0.576289 1.557388 0.07 -0.08 0.10 -0.2758
C -1.722450 1.896078 3.232184 -0.02 0.07 0.02 -0.1025
C -0.526847 1.820486 3.940679 0.04 0.07 -0.01 -0.0308
C -0.456629 2.187596 5.279923 0.00 -0.04 -0.02 -0.0962
C -1.592397 2.621267 5.948700 -0.02 -0.01 -0.04 -0.1121
C -2.791547 2.697822 5.254363 0.05 -0.01 0.01 -0.0876
C -2.850688 2.347805 3.912518 -0.04 -0.06 0.02 -0.0179
C -3.074664 0.918205 1.342795 0.00 0.02 -0.06 -0.1117
C -4.217186 1.699138 1.147079 -0.01 0.04 -0.05 -0.0481
C -5.424315 1.125793 0.774466 0.02 -0.04 0.01 -0.0805
C -5.521667 -0.248023 0.589081 0.04 0.00 0.03 -0.1079
C -4.391948 -1.031833 0.766244 -0.04 0.02 0.05 -0.0889
C -3.186431 -0.449809 1.137037 0.01 0.00 0.04 -0.0323
C -0.581160 2.446844 -1.554694 0.09 0.00 -0.07 -0.4351
O -0.119784 1.204681 -1.246596 0.15 -0.07 0.06 -0.2295
C -1.124228 2.382079 -3.000142 -0.02 -0.05 -0.02 -0.1283
C -0.349044 1.667589 -3.914336 -0.02 -0.04 -0.01 -0.0004
C -0.774166 1.470060 -5.216149 -0.02 0.01 -0.02 -0.0815
C -1.996847 1.987773 -5.639265 0.03 0.01 0.05 -0.1182
C -2.769467 2.708925 -4.743795 0.03 -0.02 0.01 -0.0995
C -2.334089 2.910554 -3.434158 -0.02 -0.03 0.00 -0.0395
C 0.535654 3.509198 -1.502948 0.01 -0.02 0.00 -0.1156
C 0.485575 4.685690 -2.245744 -0.02 0.03 -0.04 -0.0321
C 1.500756 5.628045 -2.161040 0.01 -0.03 0.02 -0.0943
C 2.587966 5.410654 -1.324198 -0.03 0.00 0.00 -0.1066
C 2.651658 4.237811 -0.584172 -0.02 0.01 -0.03 -0.0809
C 1.636297 3.295134 -0.682219 0.02 0.01 0.03 -0.0350
H -0.936174 6.460590 -0.332268 -0.01 0.01 0.02 0.0899
H -0.042634 5.239525 0.574932 0.00 0.01 -0.02 0.0806
H -1.041541 6.424247 1.444801 0.01 -0.02 0.00 0.0890
H -3.533939 6.448813 -0.094444 0.00 -0.02 0.00 0.0876
H -3.575111 6.005129 1.623744 0.01 0.00 -0.01 0.0895
H -4.310868 4.935502 0.405606 0.00 -0.02 0.02 0.0808
H -2.541694 2.149095 -0.787312 -0.03 0.01 0.01 0.1507
H -0.290029 2.942349 1.080021 0.00 0.02 -0.04 0.1547
H 0.343346 1.479773 3.395075 0.05 -0.03 0.02 0.0963
H 0.488543 2.143906 5.809379 0.03 -0.02 -0.02 0.0837
H -1.543650 2.897881 6.994715 0.01 0.01 0.00 0.0910
H -3.690015 3.035121 5.757328 0.00 0.00 0.01 0.0954
H -3.798399 2.420977 3.399506 0.01 0.00 0.00 0.1002
H -4.152533 2.773040 1.257911 0.01 0.00 0.01 0.1003
H -6.289591 1.758742 0.615482 -0.01 0.00 0.00 0.0957
H -6.461516 -0.695586 0.289421 0.00 0.00 -0.01 0.0922
H -4.432790 -2.098428 0.579155 0.01 -0.01 0.00 0.1037
H -2.288621 -1.042856 1.210102 -0.04 0.01 0.02 0.0728
H 0.580969 1.235267 -3.566532 -0.01 0.02 -0.01 0.1094
H -0.157468 0.898420 -5.900980 0.00 0.01 0.00 0.0992
H -2.339506 1.827636 -6.654701 0.00 0.00 -0.01 0.0902
H -3.724331 3.114976 -5.057099 -0.01 0.01 0.00 0.0929
H -2.957989 3.471273 -2.751366 0.01 0.02 0.01 0.1080
H -0.358576 4.864919 -2.901055 0.01 0.00 0.02 0.1177
H 1.444199 6.534622 -2.752218 0.00 0.00 -0.01 0.0952
H 3.384725 6.142002 -1.260777 0.00 0.00 0.00 0.0906
H 3.503513 4.046693 0.058268 0.00 0.00 0.00 0.0964
H 1.692528 2.365231 -0.132697 -0.02 0.00 0.01 0.0959
C 2.905207 0.639706 4.649217 0.02 0.05 -0.02 -0.0739
N 3.277643 -0.122258 3.465633 -0.04 -0.11 -0.03 -0.1619
C 4.470857 0.403289 2.832854 0.01 0.04 0.02 -0.0775
C 2.262434 -0.528562 2.584963 -0.23 -0.05 0.05 -0.4098
N 2.251498 -0.357824 1.324803 0.12 -0.01 0.20 0.1514
N 1.235572 -1.225797 3.206986 -0.02 0.14 -0.16 0.1474
C 0.118667 -1.796224 2.596501 0.14 0.25 0.08 -0.5047
N -0.888212 -2.003178 3.545624 -0.10 -0.01 -0.08 0.1414
N 0.097165 -2.097304 1.362108 0.19 -0.34 0.15 0.1171
H 3.666106 0.516660 5.421079 0.02 0.00 -0.02 0.0873
H 1.955536 0.313559 5.060265 -0.04 -0.02 0.04 0.0627
H 2.806352 1.708932 4.421308 0.00 0.02 0.00 0.0955
H 5.268289 0.441003 3.575199 -0.01 0.02 0.02 0.0861
H 4.327300 1.415951 2.430756 -0.01 -0.01 -0.02 0.0953
H 4.790855 -0.252440 2.025815 0.01 -0.02 0.01 0.0940
H 3.035899 0.173473 0.974755 0.01 0.01 0.02 0.0405
H 1.205782 -1.213255 4.209473 0.04 -0.12 0.00 0.1211
H -1.130791 -1.117382 3.984504 0.01 -0.03 0.01 0.0922
H -1.719013 -2.380310 3.107271 0.03 0.03 0.03 0.0883
H -0.791056 -2.489434 1.061877 -0.02 0.05 -0.06 0.0512
F 4.577481 0.861169 -5.521337 -0.06 -0.05 0.07 0.0815
C 3.802116 0.377740 -4.527451 0.11 0.06 -0.08 -0.1611
C 3.944694 0.829983 -3.229976 0.04 0.08 0.07 -0.1500
F 4.879760 1.755684 -2.950175 -0.08 -0.06 -0.03 0.0969
C 3.152140 0.329597 -2.215238 0.17 0.10 -0.04 -0.1249
F 3.383146 0.811482 -0.971038 -0.02 -0.05 -0.09 0.0617
C 2.155361 -0.648979 -2.412791 -0.31 0.10 0.23 -0.3035
O 1.377033 -1.099403 -1.498881 0.24 -0.26 -0.01 -0.1279
C 2.075664 -1.096154 -3.749992 0.03 -0.03 -0.14 -0.1439
F 1.165696 -2.040961 -4.062401 -0.11 -0.04 0.01 0.0832
C 2.859131 -0.602201 -4.772566 -0.09 -0.09 -0.07 -0.1580
F 2.698043 -1.071108 -6.026356 0.02 0.05 0.11 0.0890
C -1.462872 -4.446125 -3.627021 -0.03 -0.17 0.11 -0.0806
N -1.105876 -3.641188 -2.481198 0.30 0.07 -0.15 -0.1209
C 0.045228 -4.110282 -1.729430 0.03 -0.06 -0.05 -0.0492
C -1.705338 -2.473470 -2.090549 -0.25 0.09 0.20 -0.4736
O -1.583442 -2.064955 -0.932363 0.11 -0.16 0.04 -0.0055
N -2.501695 -1.806731 -2.982337 -0.16 0.10 -0.13 -0.0865
C -3.243108 -0.645890 -2.486123 0.04 -0.08 -0.09 -0.0145
C -2.383924 -1.894274 -4.432396 -0.07 0.13 0.02 -0.0598
H -1.121687 -5.462760 -3.425701 -0.01 -0.01 0.00 0.0833
H -0.995748 -4.115120 -4.558330 0.02 -0.05 0.01 0.0813
H -2.543391 -4.495067 -3.763526 0.03 0.06 0.03 0.0840
H 0.866351 -4.316361 -2.421642 -0.01 -0.01 0.01 0.0886
H -0.194923 -5.032013 -1.186773 0.01 0.02 0.03 0.0863
H 0.381552 -3.348549 -1.036578 -0.04 0.08 0.03 0.0581
H -2.902896 -0.386226 -1.489927 0.02 -0.03 -0.02 0.0684
H -4.317724 -0.852642 -2.457925 0.01 0.01 0.00 0.0903
H -3.061451 0.200774 -3.145711 0.02 0.08 0.00 0.0719
H -2.861058 -2.779605 -4.856553 -0.01 0.10 0.00 0.0654
H -1.346064 -1.853880 -4.756750 0.13 -0.05 0.02 0.0821
H -2.884952 -1.024299 -4.850682 0.05 0.04 -0.01 0.0787

Number 1: strongest force on any atom 12.5 eV Å⁻¹. Number 2: strongest force on any atom 0.7 eV Å⁻¹.